(1)
The following is a quantum chemistry calculation of a 2-piece molecular cluster, C2H3Br2NO3 overall at a distorted geometry, from the OMol25 dataset.

The energy relative to the best compared isomer or geometry (same formula, charge and spin) comes out at 27.80 kcal per mole. Its SMILES is O=C(CBr)[N+](=O)[O-].Br. The value obtained for the HOMO energy is -0.373 Eh. The value obtained for the total energy is -5506.37343 hartree. Its frontier orbital gap is 9.29 eV. The lowest unoccupied orbital energy is -0.87 eV.

Geometry as XYZ:
```
11
Properties=species:S:1:pos:R:3:forces:R:3
C -0.963584 -0.628348 1.037522 2.35 0.40 1.22
C -0.171895 0.018462 -0.107546 0.26 1.12 0.68
N -1.132807 0.262984 -1.301759 0.58 -0.23 -1.30
O -2.211076 0.729119 -1.056164 -0.62 -0.05 -0.48
O -0.702616 0.023180 -2.408897 0.23 -0.13 0.30
O 0.869817 0.600733 -0.143595 -1.08 -1.37 0.20
Br -1.988036 0.867237 1.631390 -0.52 0.65 1.66
Br 4.221301 -0.344509 0.213975 0.31 -1.71 1.12
H -1.654971 -1.366320 0.707602 -0.26 -0.69 -0.26
H -0.320105 -0.939051 1.951705 -0.95 0.34 -2.02
H 4.053973 0.776513 -0.524234 -0.30 1.68 -1.11
```
Positions in Å, forces in eV/Å.



(2)
The following is a quantum chemistry calculation of a 8-piece molecular cluster, H18NO7 overall at a distorted geometry, from the OMol25 dataset.

The energy relative to the best compared isomer or geometry (same formula, charge and spin) comes out at 130.38 kcal per mole. The net charge is +1. The value obtained for the HOMO energy is -0.532 Eh. The value obtained for the total energy is -591.87437 hartree. Its frontier orbital gap is 11.62 eV. The lowest unoccupied orbital energy is -2.85 eV.

Geometry as XYZ:
```
26
Properties=species:S:1:pos:R:3:forces:R:3
N 41.733000 18.531000 9.032000 0.65 -4.48 -4.45
H 42.527000 18.182000 9.478000 2.68 -0.12 0.76
H 41.225000 18.877000 9.736000 -3.32 1.83 3.11
H 41.379000 17.536000 8.652000 0.15 2.99 0.79
H 41.938000 19.227000 8.309000 0.20 -0.11 0.03
O 44.988000 17.483000 9.910000 -1.02 -4.17 -2.15
H 45.704000 16.811000 9.776000 -0.99 0.78 0.19
H 45.384000 18.168000 10.326000 2.05 3.46 2.21
O 42.031000 15.244000 9.202000 0.21 2.17 4.39
H 41.962000 14.702000 8.504000 -0.34 -2.77 -4.64
H 41.944000 14.574000 9.907000 0.08 0.86 0.15
O 42.874000 19.994000 11.680000 1.30 -2.48 3.22
H 43.402000 20.586000 11.253000 1.00 3.64 -3.73
H 43.711000 19.900000 12.255000 -2.31 -1.27 0.39
O 41.916000 21.907000 9.492000 -1.26 -0.21 -2.22
H 41.664000 22.598000 8.845000 -0.41 -1.10 -0.20
H 42.347000 22.504000 10.038000 1.58 1.31 2.64
O 42.572000 21.245000 6.760000 -3.78 -11.29 -3.74
H 41.902000 20.972000 5.999000 2.49 2.15 2.47
H 42.750000 22.048000 6.949000 1.24 8.92 1.05
O 39.006000 18.854000 8.171000 2.87 -1.74 -2.92
H 38.374000 19.514000 8.317000 -1.51 1.61 0.00
H 39.309000 18.892000 7.181000 -1.35 0.15 2.85
O 44.294000 18.082000 7.332000 3.12 11.89 5.13
H 44.585000 17.989000 8.230000 0.27 -0.91 0.57
H 44.051000 17.418000 6.933000 -3.56 -11.10 -5.94
```
Positions in Å, forces in eV/Å.



(3)
The following is a quantum chemistry calculation of one molecule with the formula C4H7N3, from the OMol25 dataset.

The energy relative to the best compared isomer or geometry (same formula, charge and spin) comes out at 83.71 kcal per mole. The value obtained for the HOMO energy is -0.280 Eh. The value obtained for the total energy is -320.74990 hartree. Its frontier orbital gap is 8.36 eV. The lowest unoccupied orbital energy is 0.73 eV.

Geometry as XYZ:
```
14
Properties=species:S:1:pos:R:3:forces:R:3
C -1.116096 1.364518 1.617149 -0.01 -0.04 0.10
N -0.650975 1.333224 0.233874 0.07 0.34 0.16
C -0.038834 0.165211 -0.359767 -0.34 0.07 -0.09
N -1.284098 0.303364 -0.684780 0.34 -0.19 -0.05
N 0.215888 -2.125003 -1.759092 0.36 -0.09 0.06
C 1.241012 -1.679076 -1.129344 -0.11 -0.03 -0.05
C 1.163213 -0.456939 -0.356510 -0.07 -0.02 -0.04
H -1.164212 0.334284 1.971144 0.02 0.15 -0.03
H -0.419162 1.940953 2.230731 -0.09 -0.07 -0.05
H -2.114247 1.808532 1.650812 0.15 -0.04 0.01
H -0.499024 2.232776 -0.212847 0.04 -0.14 0.06
H 0.441267 -2.987405 -2.250005 0.01 0.05 0.04
H 2.217718 -2.184126 -1.138173 -0.15 0.06 -0.01
H 2.007550 -0.050313 0.186809 -0.20 -0.04 -0.09
```
Positions in Å, forces in eV/Å.



(4)
The following is a quantum chemistry calculation of C41H50BN2O2P2PdSi2 as an isolated structure at a distorted geometry, from the OMol25 dataset.

The energy relative to the best compared isomer or geometry (same formula, charge and spin) comes out at 58.67 kcal per mole. The net charge is +1. The value obtained for the HOMO energy (alpha / beta) is -0.401 / -0.401 Eh. The value obtained for the total energy is -3266.66912 hartree. Its frontier orbital gap (alpha / beta) is 5.57 / 5.72 eV. The lowest unoccupied orbital energy (alpha / beta) is -5.33 / -5.18 eV.

Geometry as XYZ:
```
101
Properties=species:S:1:pos:R:3:forces:R:3
Pd 0.236832 0.076223 -0.674548 -0.16 0.61 0.93
C 4.550020 0.052546 1.927837 0.16 0.03 0.25
Si 3.850999 -0.198879 0.230616 -0.16 -0.07 0.13
C 4.993489 0.576274 -1.015162 0.14 0.15 -0.14
C 3.619601 -1.999306 -0.133088 -0.01 -0.27 0.01
N 2.259150 0.545163 0.207612 -0.51 -0.50 -0.90
P 1.819026 2.064806 0.145191 0.65 0.21 -0.02
C 0.168619 1.937217 0.812019 -0.01 -0.68 -0.85
P -1.457197 2.053191 0.081051 -0.68 0.22 -0.26
N -1.869986 0.529818 -0.070246 0.73 -0.48 -0.63
Si -3.476681 -0.184317 -0.104544 0.12 0.04 -0.14
C -3.370968 -1.874793 -0.857243 0.03 -0.30 -0.03
C -4.580870 0.876420 -1.164413 -0.18 0.15 -0.11
C -4.141623 -0.255435 1.621237 -0.09 -0.07 0.30
C -2.446970 3.021238 1.230987 0.24 -0.06 0.46
C -3.468193 3.894389 0.848430 -0.02 -0.16 0.04
C -4.227784 4.533128 1.815839 -0.03 0.01 0.03
C -3.974538 4.313198 3.164255 -0.01 0.01 0.01
C -2.971428 3.435545 3.556302 0.02 -0.01 -0.05
C -2.208111 2.789591 2.596200 -0.12 0.10 -0.20
C -1.544133 2.928420 -1.504729 0.07 0.35 0.14
C -1.557320 4.326605 -1.547747 0.19 -0.03 -0.02
C -1.711008 4.993165 -2.754833 0.05 0.00 0.06
C -1.838543 4.268337 -3.931177 0.03 -0.03 -0.09
C -1.799212 2.879921 -3.902323 0.02 0.01 -0.05
C -1.651653 2.210900 -2.696380 -0.08 0.48 0.06
C 2.704809 3.186456 1.229072 -0.17 0.08 0.32
C 3.826694 3.902481 0.798383 -0.04 -0.11 0.07
C 4.545516 4.662877 1.706279 0.03 0.01 0.03
C 4.149018 4.720685 3.038605 0.02 0.01 0.01
C 3.040278 4.006852 3.475282 -0.01 -0.01 -0.05
C 2.317066 3.236481 2.575878 0.14 0.03 -0.16
C 1.994188 2.757946 -1.525477 -0.11 0.25 0.09
C 1.991271 4.141044 -1.724060 -0.16 0.00 0.01
C 2.175319 4.671271 -2.992664 -0.06 0.04 0.06
C 2.356124 3.825020 -4.077393 -0.01 -0.01 -0.10
C 2.342964 2.448887 -3.895324 -0.02 0.02 -0.03
C 2.161539 1.917917 -2.627629 0.09 0.46 0.00
H 5.525248 -0.443416 2.018047 -0.14 0.09 0.03
H 3.878674 -0.370629 2.682420 0.10 0.06 -0.04
H 4.690041 1.117789 2.148515 0.00 -0.14 0.01
H 5.950882 0.040308 -1.026724 -0.13 0.09 0.02
H 5.202737 1.621351 -0.755566 0.00 -0.11 -0.09
H 4.582610 0.549922 -2.027107 0.08 0.01 0.02
H 4.584970 -2.495859 -0.296200 -0.17 0.08 0.07
H 3.011165 -2.144482 -1.029871 0.13 -0.03 0.07
H 3.120008 -2.499208 0.708193 0.05 0.04 -0.18
H -2.670030 -1.884577 -1.700309 -0.11 -0.04 0.03
H -4.354337 -2.187842 -1.229588 0.15 0.06 0.05
H -3.031698 -2.612472 -0.123741 -0.06 0.07 -0.15
H -4.243142 0.877635 -2.206605 -0.08 0.04 0.10
H -4.601616 1.913065 -0.808466 -0.05 -0.11 -0.09
H -5.611380 0.497181 -1.142135 0.17 0.07 -0.01
H -3.450972 -0.805524 2.271228 -0.11 0.08 -0.05
H -5.112257 -0.767281 1.641515 0.14 0.08 0.01
H -4.279894 0.748798 2.036169 0.00 -0.11 -0.01
H -3.687192 4.062147 -0.196897 0.01 0.01 0.00
H -5.024674 5.202865 1.516064 0.05 -0.02 0.01
H -4.565090 4.827742 3.913557 0.02 -0.05 -0.05
H -2.786095 3.253331 4.607967 -0.01 0.01 -0.06
H -1.432425 2.094765 2.893550 0.02 0.03 -0.02
H -1.443167 4.898054 -0.632431 -0.05 -0.01 -0.06
H -1.735250 6.076581 -2.777075 0.01 -0.07 0.01
H -1.966442 4.786098 -4.875858 0.00 -0.05 0.08
H -1.902122 2.314114 -4.821912 0.02 0.05 0.08
H -1.663486 1.141044 -2.678094 0.00 -0.49 0.04
H 4.142632 3.856037 -0.236584 -0.01 0.01 0.04
H 5.418917 5.212631 1.375366 -0.06 -0.03 0.02
H 4.711564 5.325805 3.741319 -0.04 -0.06 -0.06
H 2.740760 4.047927 4.516032 0.02 0.00 -0.08
H 1.459471 2.664333 2.909186 0.03 0.03 -0.03
H 1.846878 4.808046 -0.880122 0.03 -0.02 -0.07
H 2.179255 5.746011 -3.134224 0.00 -0.07 0.02
H 2.511167 4.238382 -5.068331 -0.02 -0.03 0.09
H 2.488623 1.785448 -4.740051 -0.01 0.04 0.05
H 2.202353 0.857278 -2.497376 -0.01 -0.52 0.12
C -1.621469 -8.479178 0.123018 -0.04 0.00 -0.04
C -0.943588 -7.504438 1.097779 0.02 0.00 0.00
C -1.931490 -7.180360 2.220176 -0.04 0.04 -0.02
C 0.288460 -8.181192 1.720864 0.03 -0.01 0.03
C -0.493189 -6.247471 0.346396 0.00 -0.01 0.08
C 0.341067 -6.379625 -0.769915 0.08 -0.02 -0.08
C 0.834125 -5.290946 -1.482700 0.12 -0.21 -0.19
C 0.450791 -4.052526 -1.038159 0.22 0.13 -0.30
O 0.787158 -2.789520 -1.545605 0.12 -0.14 -0.59
B 0.137045 -1.934358 -0.725329 -0.19 0.69 1.37
O -0.574110 -2.536756 0.272412 -0.06 -0.39 0.19
C -0.363417 -3.900653 0.051002 -0.26 0.33 0.29
C -0.859273 -4.966000 0.765330 -0.12 -0.04 0.16
H -2.014863 -9.338547 0.673061 0.04 0.05 -0.05
H -0.924235 -8.857655 -0.628740 -0.07 0.04 0.06
H -2.454366 -7.995588 -0.396246 0.06 -0.05 0.05
H -2.215371 -8.105460 2.725735 0.00 0.05 -0.02
H -2.844433 -6.716933 1.832135 0.08 -0.03 0.05
H -1.492076 -6.518373 2.971942 -0.03 -0.05 -0.05
H -0.010186 -9.094202 2.247544 0.03 0.11 -0.07
H 0.774452 -7.514731 2.440429 -0.03 -0.07 -0.07
H 1.024074 -8.454544 0.959759 -0.06 0.02 0.07
H 0.626817 -7.371591 -1.099624 0.00 0.07 0.04
H 1.489197 -5.416247 -2.337154 -0.09 0.01 0.07
H -1.504151 -4.797772 1.619960 0.09 -0.01 -0.11
```
Positions in Å, forces in eV/Å.



Q: Which value of energy relative to the best compared isomer or geometry (same formula, charge and spin) does entry 3 give?
A: 83.71 kcal per mole



Q: Which formula does entry 4 have?
A: C41H50BN2O2P2PdSi2



Repeat the second record exactly.
The following is a quantum chemistry calculation of a 8-piece molecular cluster, H18NO7 overall at a distorted geometry, from the OMol25 dataset.

The energy relative to the best compared isomer or geometry (same formula, charge and spin) comes out at 130.38 kcal per mole. The net charge is +1. The value obtained for the HOMO energy is -0.532 Eh. The value obtained for the total energy is -591.87437 hartree. Its frontier orbital gap is 11.62 eV. The lowest unoccupied orbital energy is -2.85 eV.

Geometry as XYZ:
```
26
Properties=species:S:1:pos:R:3:forces:R:3
N 41.733000 18.531000 9.032000 0.65 -4.48 -4.45
H 42.527000 18.182000 9.478000 2.68 -0.12 0.76
H 41.225000 18.877000 9.736000 -3.32 1.83 3.11
H 41.379000 17.536000 8.652000 0.15 2.99 0.79
H 41.938000 19.227000 8.309000 0.20 -0.11 0.03
O 44.988000 17.483000 9.910000 -1.02 -4.17 -2.15
H 45.704000 16.811000 9.776000 -0.99 0.78 0.19
H 45.384000 18.168000 10.326000 2.05 3.46 2.21
O 42.031000 15.244000 9.202000 0.21 2.17 4.39
H 41.962000 14.702000 8.504000 -0.34 -2.77 -4.64
H 41.944000 14.574000 9.907000 0.08 0.86 0.15
O 42.874000 19.994000 11.680000 1.30 -2.48 3.22
H 43.402000 20.586000 11.253000 1.00 3.64 -3.73
H 43.711000 19.900000 12.255000 -2.31 -1.27 0.39
O 41.916000 21.907000 9.492000 -1.26 -0.21 -2.22
H 41.664000 22.598000 8.845000 -0.41 -1.10 -0.20
H 42.347000 22.504000 10.038000 1.58 1.31 2.64
O 42.572000 21.245000 6.760000 -3.78 -11.29 -3.74
H 41.902000 20.972000 5.999000 2.49 2.15 2.47
H 42.750000 22.048000 6.949000 1.24 8.92 1.05
O 39.006000 18.854000 8.171000 2.87 -1.74 -2.92
H 38.374000 19.514000 8.317000 -1.51 1.61 0.00
H 39.309000 18.892000 7.181000 -1.35 0.15 2.85
O 44.294000 18.082000 7.332000 3.12 11.89 5.13
H 44.585000 17.989000 8.230000 0.27 -0.91 0.57
H 44.051000 17.418000 6.933000 -3.56 -11.10 -5.94
```
Positions in Å, forces in eV/Å.